{"formula": "C3H12N3", "method": "ωB97M-V/def2-TZVPD", "energy_ha": -285.4990, "total_charge": 1, "relative_energy_kcal_mol": 41.69, "largest_force_ha_per_bohr": 0.0371, "homo_ha": -0.479, "gap_ev": 9.872, "symbols": ["H", "H", "N", "H", "H", "H", "H", "C", "H", "H", "N", "H", "H", "H", "N", "H", "C", "C"], "xyz": [[0.037, 1.688, -1.201], [-0.594, 1.646, 1.218], [-0.319, 0.876, -0.687], [1.786, -0.627, 1.201], [-1.791, 0.396, 0.810], [-1.794, 3.212, 0.144], [-0.869, 0.278, -1.317], [1.463, -1.813, -0.318], [2.899, -0.326, 0.023], [0.431, 0.230, -0.269], [1.915, -0.546, 0.180], [0.501, -2.601, 1.425], [1.839, -2.105, -1.293], [0.120, -3.420, -0.214], [-2.243, 2.297, 0.137], [-2.706, 2.221, -0.763], [0.632, -2.643, 0.347], [-1.295, 1.289, 0.452]]}

{"formula": "C15H25CeFIO2P2", "method": "ωB97M-V/def2-TZVPD", "energy_ha": -2291.1909, "total_charge": 3, "largest_force_ha_per_bohr": 0.1148, "homo_ha": [-0.665, -0.665], "gap_ev": [5.284, 5.272], "symbols": ["H", "H", "H", "H", "H", "C", "H", "C", "C", "H", "H", "H", "H", "C", "H", "C", "H", "H", "H", "H", "C", "H", "H", "O", "H", "O", "C", "H", "C", "P", "H", "C", "C", "F", "I", "H", "C", "C", "C", "H", "P", "C", "H", "C", "H", "Ce", "H"], "xyz": [[3.428, 2.735, -1.764], [3.654, -0.110, -0.140], [-3.852, 0.680, -0.529], [-3.928, -0.486, 0.801], [0.520, 1.111, -3.872], [-2.975, -1.630, -2.714], [1.833, 2.635, -2.563], [0.110, -1.462, 4.016], [-3.920, -0.397, -0.296], [4.195, 1.496, 0.476], [-0.977, 0.105, -4.061], [2.097, 3.927, 0.105], [-2.206, -2.217, -3.231], [2.577, 2.078, -1.980], [-0.851, -1.750, 2.044], [0.821, -0.486, 4.710], [1.821, 1.441, 4.606], [1.578, 1.543, 2.117], [-3.915, -2.192, -2.696], [-3.133, -0.695, -3.270], [1.324, 0.642, 4.072], [1.072, 3.196, 1.375], [-2.221, -2.724, 0.932], [1.389, -1.702, 0.118], [-3.353, -3.405, -0.275], [1.085, -1.662, -2.523], [0.121, 0.080, -3.927], [-4.855, -0.796, -0.716], [-2.402, -2.870, -0.144], [-2.441, -1.267, -1.001], [0.554, -0.390, -4.829], [3.357, 0.793, 0.425], [-0.099, -1.270, 2.650], [1.088, -0.688, 6.035], [-2.083, 1.772, 1.825], [-0.242, -2.382, 4.471], [1.282, 0.677, 2.680], [0.726, -0.390, 1.960], [1.315, 3.178, 0.303], [3.153, 0.439, 1.444], [1.914, 1.520, -0.384], [0.455, -0.665, -2.663], [0.394, 3.505, -0.229], [1.022, -0.611, 0.497], [-1.581, -3.477, -0.554], [-0.767, 0.956, -0.742], [2.913, 1.214, -2.563]]}

{"formula": "C14H31N2O6S2", "method": "ωB97M-V/def2-TZVPD", "energy_ha": -1908.9939, "total_charge": 1, "largest_force_ha_per_bohr": 0.0122, "homo_ha": -0.468, "gap_ev": 9.799, "symbols": ["C", "O", "H", "H", "H", "H", "H", "C", "H", "H", "C", "C", "H", "H", "H", "C", "C", "H", "H", "O", "H", "O", "N", "H", "H", "C", "H", "C", "H", "C", "S", "H", "H", "N", "C", "C", "H", "H", "H", "H", "C", "C", "H", "S", "H", "O", "H", "O", "C", "H", "O", "H", "H", "H", "H"], "xyz": [[2.515, -2.296, 0.532], [3.896, 4.204, 1.242], [-3.694, 1.343, -0.320], [4.927, 2.438, -1.232], [2.466, -1.273, 0.925], [3.640, -4.015, 1.279], [-2.674, -1.848, 1.213], [0.820, 1.528, 2.457], [2.912, 1.018, 0.256], [4.066, -2.492, 2.059], [0.400, 0.152, 1.955], [2.698, 1.958, 0.769], [-0.646, 2.473, -0.478], [-1.631, 1.970, 1.259], [-3.052, -0.262, -0.291], [2.323, 1.729, 2.240], [-0.950, -1.907, -0.137], [-4.366, 0.137, -3.832], [0.610, 1.612, 3.525], [5.250, 2.104, 1.169], [-3.112, 1.297, 1.893], [4.368, 3.143, -0.869], [-6.135, 0.547, -4.854], [0.825, -2.713, 1.821], [0.156, 1.245, -1.279], [0.140, -2.989, -0.242], [0.279, 2.326, 1.944], [-2.767, 0.782, -0.173], [4.628, -2.812, 0.438], [-2.270, 1.090, 1.234], [-1.357, -0.197, 2.147], [0.652, -2.813, -1.191], [-1.245, -2.502, 1.963], [-0.676, 1.819, -1.248], [-4.701, 0.844, -4.583], [1.214, -3.053, 0.854], [-4.651, 1.855, -4.192], [-0.349, -3.958, -0.353], [0.688, -0.024, 0.918], [-4.142, 0.743, -5.505], [-1.587, -1.748, 1.252], [3.781, -2.947, 1.110], [1.469, -4.102, 1.012], [4.185, 2.926, 0.691], [-1.755, -2.185, -0.819], [-2.266, 0.740, -2.459], [2.614, -2.190, -0.551], [-6.886, 0.619, -3.900], [-1.888, 1.107, -1.386], [2.657, 2.569, 2.850], [-6.456, 0.253, -5.982], [-0.569, -0.956, -0.516], [1.918, 2.481, 0.212], [2.860, 0.849, 2.603], [0.867, -0.621, 2.571]]}

{"formula": "C3H6O2P", "method": "ωB97M-V/def2-TZVPD", "energy_ha": -609.7238, "total_charge": -1, "relative_energy_kcal_mol": 65.54, "smiles": "C=C[P@@](=C)([O-])O", "largest_force_ha_per_bohr": 0.1436, "homo_ha": -0.132, "gap_ev": 7.783, "symbols": ["H", "C", "C", "H", "O", "C", "H", "H", "H", "P", "O", "H"], "xyz": [[2.727, -1.603, 0.208], [0.989, -0.390, 0.623], [-1.122, 1.400, -0.936], [-2.079, 1.081, 0.865], [-1.265, -1.589, -0.622], [1.736, -1.287, 0.004], [-0.441, 1.405, -1.769], [1.427, 0.302, 1.346], [1.184, -1.932, -0.691], [-0.772, -0.015, -0.065], [-1.592, 0.419, 1.258], [-0.791, 2.209, -0.219]]}

{"formula": "C5H31NO10", "method": "ωB97M-V/def2-TZVPD", "energy_ha": -1016.1222, "relative_energy_kcal_mol": 96.81, "smiles": "CN(C)CCCO.O.O.O.O.O.O.O.O.O", "largest_force_ha_per_bohr": 0.1326, "homo_ha": -0.324, "gap_ev": 8.388, "symbols": ["H", "H", "O", "H", "H", "H", "H", "H", "H", "H", "O", "O", "C", "H", "H", "O", "O", "H", "H", "H", "H", "H", "H", "O", "H", "O", "H", "H", "C", "O", "C", "H", "H", "H", "O", "H", "O", "N", "H", "H", "H", "H", "H", "C", "H", "C", "H"], "xyz": [[-1.250, 1.116, -4.409], [0.275, -3.341, -0.198], [0.482, 1.040, 3.125], [-1.019, 4.135, 2.979], [2.756, -1.107, -2.014], [-0.085, 0.489, 2.718], [1.030, 1.224, 0.424], [-1.270, -2.227, -1.656], [-0.659, 2.905, 3.887], [2.204, -1.446, 0.758], [-1.997, -2.284, -2.308], [-0.642, -3.081, -0.094], [-2.126, 0.581, -0.503], [0.650, -0.505, -2.221], [-0.108, 3.126, -1.282], [2.493, -1.329, 4.167], [-0.539, -1.442, 2.351], [-0.029, -0.131, 0.322], [3.391, 0.090, 2.524], [-1.953, 3.033, -1.180], [-2.277, -3.194, -2.169], [-1.927, -0.485, -0.792], [-1.001, -2.093, 1.701], [-0.200, 1.247, -4.282], [1.744, 1.136, -1.920], [2.163, -1.705, -0.124], [2.685, -1.750, 3.230], [-1.083, -1.204, 3.095], [1.287, 0.195, -1.489], [-1.375, 3.555, 3.674], [0.354, 0.686, -0.298], [0.750, 0.541, 3.957], [-0.037, 1.331, -3.327], [-3.010, 0.835, -1.177], [2.709, 0.330, 1.856], [-1.098, 2.983, 0.225], [-2.024, -1.312, -4.829], [-0.887, 1.252, -0.916], [1.924, 0.572, 2.273], [1.554, -1.480, 4.224], [3.322, -0.137, -0.451], [-1.159, -1.119, -4.742], [-2.482, -1.560, -3.930], [2.547, -0.683, -1.009], [-2.438, 0.741, 0.604], [-1.055, 2.625, -0.769], [-0.592, -2.151, -0.007]]}

{"formula": "C7H18CeClI2O4P2", "method": "ωB97M-V/def2-TZVPD", "energy_ha": -2791.3506, "multiplicity": 2, "total_charge": 2, "largest_force_ha_per_bohr": 0.1595, "s2": 0.751, "homo_ha": [-0.552, -0.552], "gap_ev": [6.784, 6.824], "symbols": ["Cl", "C", "H", "H", "C", "O", "C", "H", "H", "C", "O", "C", "H", "C", "H", "H", "Ce", "H", "H", "H", "H", "H", "H", "P", "C", "H", "H", "H", "O", "P", "I", "H", "O", "I", "H"], "xyz": [[-0.366, 1.589, -2.443], [-3.238, -0.641, -1.290], [-0.830, -1.294, -3.228], [-3.898, -1.354, -1.805], [-1.079, -2.163, -2.588], [2.622, 3.001, 2.388], [-2.076, -3.006, 0.078], [4.095, 1.539, 0.192], [1.022, 3.424, 3.661], [0.644, 3.914, 0.272], [2.667, 0.547, 1.374], [0.194, -1.221, 1.787], [-1.130, -3.571, 0.241], [3.641, 0.544, 0.261], [0.810, 4.447, 1.239], [-0.154, -2.750, -2.431], [0.439, 0.401, -0.142], [-0.382, 3.496, 0.307], [3.028, 0.311, -0.645], [-3.012, 0.248, -1.910], [-1.910, -2.758, -2.999], [-2.831, -3.572, -0.505], [2.743, 3.670, 4.277], [1.699, 1.946, 1.606], [2.030, 3.014, 3.764], [1.980, 1.994, 4.159], [-2.464, -2.627, 1.052], [4.302, -0.293, 0.466], [0.374, -1.855, 2.762], [-1.653, -1.531, -0.945], [3.792, -2.734, -1.360], [0.740, 4.613, -0.570], [1.595, 2.739, 0.057], [3.098, -1.582, -3.909], [-3.657, -0.310, -0.318]]}